a | The following is a quantum chemistry calculation of the molecule C5H6N2, from OMol25.

XYZ file:
```
13
Properties=species:S:1:pos:R:3
C -0.168 -0.629 -0.158
C -1.720 -0.770 -0.053
N 1.914 -0.032 -0.064
H 1.575 2.082 0.084
C 1.099 1.092 0.002
H -1.760 -1.194 1.064
H 2.854 -0.165 0.004
H 1.333 -2.117 0.043
C 1.007 -1.055 0.173
H -2.360 -1.087 -0.794
C -0.276 0.702 -0.037
H -2.242 1.266 0.650
N -1.779 0.772 -0.023
```

Properties
**Multiplicity**: 1
**Frontier orbital gap**: 8.663 eV

b | The following is a quantum chemistry calculation of the molecule C5H6N2, from OMol25.

XYZ file:
```
13
Properties=species:S:1:pos:R:3
C -0.763 0.725 -0.519
H 1.907 1.106 0.417
C -0.531 -0.642 -1.033
N -0.711 -2.714 0.536
H -0.213 1.886 1.275
H 1.515 -0.581 0.838
N 0.696 0.113 -1.009
H -0.911 -0.827 -2.034
H -0.377 1.376 -1.290
C -0.229 0.857 0.914
C 1.126 0.339 0.404
H -0.733 0.230 1.661
C -0.633 -1.796 -0.159
```

Properties
**Multiplicity**: 1
**Frontier orbital gap**: 10.799 eV

c | The following is a quantum chemistry calculation of the molecule C5H6N2, from OMol25.

XYZ file:
```
13
Properties=species:S:1:pos:R:3
H -2.810 1.045 -0.110
N 1.133 -1.220 0.077
C -0.076 1.236 -0.066
H -2.538 -0.261 1.099
H -2.966 -0.813 -0.387
H -0.539 2.222 -0.063
N 1.246 1.221 0.004
C -2.358 0.043 0.087
C -0.857 0.021 -0.120
H 2.911 -0.181 0.078
C 1.763 -0.054 0.076
H -0.637 -2.135 -0.089
C -0.151 -1.227 -0.161
```

Properties
**Multiplicity**: 1
**Frontier orbital gap**: 10.152 eV

d | The following is a quantum chemistry calculation of a 2-piece molecular cluster, C5H6N2 overall, from OMol25.

XYZ file:
```
13
Properties=species:S:1:pos:R:3
H 0.979 0.670 1.529
H -1.407 -0.978 -1.429
C 0.465 -1.303 1.231
C -0.861 -1.062 -0.549
N -0.287 0.151 -0.236
C -0.435 -2.022 0.350
C 0.501 -0.008 0.867
C 0.425 3.414 -1.398
H -0.460 -3.117 0.391
N -0.138 3.778 -0.488
H -0.582 1.094 -0.700
H -0.682 4.180 0.352
H 1.148 -1.645 1.943
```

Properties
**Multiplicity**: 1
**Frontier orbital gap**: 8.985 eV

Stability check: which of them is most stable? c.

a | The following is a quantum chemistry calculation of a 2-piece molecular cluster, C3H7O3S2 overall, from OMol25.

XYZ file:
```
15
Properties=species:S:1:pos:R:3
H -1.738 -0.946 1.657
H -0.591 1.631 -1.589
C -1.503 -0.761 0.659
H 1.584 0.535 1.224
H -1.417 0.233 -1.884
O 2.199 0.546 -1.038
C -1.135 0.673 0.287
H -0.563 -1.319 0.452
S -1.033 1.965 1.383
H 0.394 0.209 -1.245
O 1.375 -1.532 0.021
O 3.404 -0.437 0.823
C -0.695 0.680 -1.089
H -2.380 -1.206 0.151
S 2.098 -0.271 0.190
```

Properties
**Multiplicity**: 1
**Frontier orbital gap (alpha / beta)**: 8.317 / 8.317 eV
**Net charge**: -1

b | The following is a quantum chemistry calculation of a 2-piece molecular cluster, C3H7O3S2 overall, from OMol25.

XYZ file:
```
15
Properties=species:S:1:pos:R:3
S 0.043 -1.060 2.916
H -2.785 0.316 -1.050
O -1.439 -1.079 3.128
H 0.555 -2.296 -0.183
O 0.723 0.089 3.528
H -1.849 0.257 0.295
C 1.621 -0.366 0.034
S -0.688 -0.869 -1.458
C -1.783 0.516 -0.681
H 2.490 -0.583 -0.746
O 0.631 -2.366 3.259
H -1.335 1.587 -0.760
H 1.444 0.717 0.035
H 1.968 -0.668 1.009
C 0.525 -1.226 -0.316
```

Properties
**Multiplicity**: 1
**Frontier orbital gap (alpha / beta)**: 6.671 / 7.348 eV
**Net charge**: -1

Stability check: which of them is most stable? a.

a | The following is a quantum chemistry calculation of the molecule C19H24N4O3, from OMol25.

XYZ file:
```
50
Properties=species:S:1:pos:R:3
C -2.595 -2.660 3.720
H -1.489 0.712 2.811
H 0.389 -1.685 3.093
H 6.810 1.243 -0.958
C -0.728 0.034 2.420
H 3.305 -0.076 -0.439
C -2.345 0.035 -2.292
N -2.744 -1.057 -3.051
H -3.838 -4.212 3.018
O -1.279 1.450 0.063
N -2.148 -1.858 -1.081
H -2.827 -3.160 -2.626
H 5.743 -0.109 -1.338
O 1.386 1.502 -1.248
H 2.781 2.004 1.733
H -3.586 0.401 -5.921
H 0.977 2.796 0.320
C 0.546 0.876 2.308
O 0.739 1.780 3.099
C -1.450 0.235 0.085
H 5.077 2.191 0.579
H 2.521 3.074 -0.503
C 2.471 1.391 0.885
C 6.004 0.620 -0.568
H 6.393 0.069 0.291
C -1.972 -0.504 -1.074
C -3.187 -0.927 -4.349
H -3.728 -4.090 4.777
C 3.653 0.592 0.355
C -2.414 1.329 -2.873
H 1.063 -0.132 0.650
H 4.022 -0.044 1.165
H 0.463 1.724 -1.413
H -1.444 -1.503 1.133
H -0.184 -0.632 4.380
H 4.446 2.019 -1.048
C -1.627 -1.961 3.611
C -2.850 1.453 -4.150
H -3.467 -1.838 -4.856
H -4.682 -2.914 3.869
C 4.790 1.454 -0.179
H -2.909 2.430 -4.609
C -2.588 -2.171 -2.270
C -3.773 -3.514 3.852
H -2.128 2.177 -2.269
C -0.464 -1.089 3.431
C -3.242 0.300 -4.903
N 1.433 0.478 1.363
N -1.149 -0.535 1.160
C 1.827 2.304 -0.155
```

Properties
**Multiplicity**: 1
**Frontier orbital gap**: 8.524 eV

b | The following is a quantum chemistry calculation of the molecule C19H24N4O3, from OMol25.

XYZ file:
```
50
Properties=species:S:1:pos:R:3
O -2.514 0.712 0.923
C -5.928 -0.750 -1.586
C 4.080 1.268 -0.111
H -4.162 -2.229 1.964
H 5.739 2.374 0.697
H -0.583 0.909 2.267
C -2.182 -2.272 2.662
H 0.016 -0.872 0.004
N 1.753 1.532 0.622
C 1.475 0.881 1.768
H 3.753 0.871 -1.076
H 4.129 0.428 0.587
H -6.735 -2.030 -3.166
N -1.463 -1.708 -1.524
O 2.227 0.857 2.730
C -4.817 -0.369 -0.910
C -3.570 -0.959 -1.249
H 0.479 -0.741 3.721
C -1.104 -1.754 2.739
C 0.177 -1.052 2.722
H -6.887 -0.315 -1.344
H -3.953 -3.058 3.509
H -4.530 -3.033 -3.721
C 6.519 0.854 -0.615
C -4.666 -2.290 -2.950
C 0.113 0.194 1.821
H 0.963 -1.720 2.358
H 5.450 2.674 -1.007
H 6.585 0.077 0.149
H 1.117 1.444 -0.156
C -3.500 -2.885 2.532
N -0.418 -0.106 0.505
H 2.011 4.066 -0.020
H 3.680 3.987 -0.623
C 5.465 1.890 -0.246
H -1.931 -3.059 -3.106
C -5.848 -1.730 -2.627
H -4.828 0.365 -0.118
N -3.534 -1.907 -2.263
H 6.272 0.368 -1.561
H 1.970 3.655 -2.270
C -2.262 -0.860 -0.813
O 2.279 2.919 -1.736
H -3.437 -3.841 2.012
C 2.757 3.416 -0.488
H 7.507 1.306 -0.719
C -1.771 -0.017 0.288
C -2.233 -2.319 -2.383
H 3.329 2.604 1.393
C 3.012 2.227 0.418
```

Properties
**Multiplicity**: 1
**Frontier orbital gap**: 8.522 eV

Stability check: which of them is most stable? a.

a | The following is a quantum chemistry calculation of a 2-piece molecular cluster, C4H5ClN2O overall, from OMol25.

XYZ file:
```
13
Properties=species:S:1:pos:R:3
C -1.105 -0.637 -0.711
C -0.937 0.407 -1.551
H 0.169 2.244 -1.816
N -0.248 -0.964 0.266
C 0.910 0.998 -0.215
N 0.738 -0.182 0.555
H -1.986 -1.253 -0.770
H 0.923 -1.360 3.671
Cl 1.886 -0.723 2.939
C 0.140 1.336 -1.214
H -1.773 0.607 -2.209
O -0.389 -2.085 0.944
H 1.672 1.612 0.112
```

Properties
**Multiplicity**: 1
**Frontier orbital gap**: 9.084 eV

b | The following is a quantum chemistry calculation of the molecule C4H5ClN2O, from OMol25.

XYZ file:
```
13
Properties=species:S:1:pos:R:3
C -1.745 0.071 0.124
H -2.786 0.308 0.154
Cl -1.175 2.746 -0.188
N -1.351 -1.081 -0.249
H -0.510 1.257 1.569
H 0.427 -1.987 0.184
C 1.979 0.222 0.044
C -0.915 1.162 0.549
N 0.837 -0.091 -0.582
H 2.797 -0.701 0.039
H 0.101 -1.972 -1.500
C 0.075 -1.233 -0.611
O 2.267 1.300 0.466
```

Properties
**Multiplicity**: 1
**Frontier orbital gap (alpha / beta)**: 7.870 / 7.331 eV

c | The following is a quantum chemistry calculation of the molecule C4H5ClN2O, from OMol25.

XYZ file:
```
13
Properties=species:S:1:pos:R:3
C -0.733 -1.315 -0.500
C 0.558 -1.631 -0.232
N 1.296 -0.847 0.666
Cl -0.409 1.497 -1.711
C 1.465 0.398 0.420
H 0.953 -2.671 -0.602
C -0.929 0.958 -0.057
N -1.213 -0.227 0.150
H -1.711 1.759 1.539
O -1.158 2.038 0.674
H 1.664 0.872 -0.614
H -1.564 -1.900 -1.036
H 1.781 1.068 1.304
```

Properties
**Multiplicity**: 1
**Frontier orbital gap**: 8.511 eV

Stability check: which of them is most stable? c.

a | The following is a quantum chemistry calculation of the molecule C4H4N4, from OMol25.

XYZ file:
```
12
Properties=species:S:1:pos:R:3
C 1.519 0.529 0.152
N -1.035 0.259 -0.102
N -2.163 -1.826 0.080
H -3.130 0.132 0.008
C 0.578 -1.530 0.064
H -1.003 1.306 -0.044
N 1.903 -1.591 -0.090
C 0.283 -0.162 0.076
C -2.154 -0.575 -0.033
N 2.462 -0.397 -0.020
H 2.495 -2.503 -0.064
H 1.505 1.656 0.163
```

Properties
**Multiplicity**: 1
**Frontier orbital gap (alpha / beta)**: 6.485 / 5.820 eV

b | The following is a quantum chemistry calculation of the molecule C4H4N4, from OMol25.

XYZ file:
```
12
Properties=species:S:1:pos:R:3
C -0.657 0.376 0.289
H -2.248 1.660 0.879
N 0.999 -1.758 -0.409
N -1.283 1.549 0.610
C 1.582 -0.636 -0.203
N -1.080 -0.826 0.134
N 0.994 1.790 -0.356
C -0.303 -1.866 -0.373
H 2.571 -0.628 -0.064
H -0.617 2.389 0.575
C 0.877 0.570 -0.139
H -0.834 -2.618 -0.944
```

Properties
**Multiplicity**: 1
**Frontier orbital gap (alpha / beta)**: 7.137 / 7.153 eV

Stability check: which of them is most stable? b.